{
  "formula": "C4H9O",
  "method": "ωB97M-V/def2-TZVPD",
  "symbols": ["C", "H", "H", "H", "H", "C", "H", "C", "H", "O", "H", "H", "H", "C"],
  "positions_angstrom": [[0.575, -0.080, 2.652], [1.640, 0.810, -3.025], [-0.428, -0.683, -2.872], [1.002, 1.637, -1.339], [-0.711, -0.955, -0.299], [-0.233, 0.062, -2.118], [-2.176, -0.179, -1.109], [0.877, 0.799, -2.136], [0.207, 0.110, 3.773], [-0.273, -0.672, 1.814], [1.100, 0.854, 2.341], [1.454, -0.889, 2.911], [-0.840, 0.785, -0.220], [-1.064, -0.134, -0.843]],
  "homo_energy_ha": -0.073,
  "lumo_energy_ev": 4.04,
  "spin_multiplicity": 1,
  "homo_lumo_gap_ev": 6.025,
  "total_energy_ev": -6339.009,
  "relative_energy_ev": 1.760,
  "charge": -1,
  "largest_force_ev_per_a": 4.22
}

{
  "formula": "C19H27F5N8O5PS2Sn",
  "method": "ωB97M-V/def2-TZVPD",
  "symbols": ["C", "H", "O", "C", "H", "H", "H", "H", "C", "C", "H", "H", "H", "C", "Sn", "H", "C", "H", "H", "S", "N", "H", "H", "C", "C", "H", "H", "C", "H", "C", "P", "N", "N", "C", "H", "S", "H", "N", "C", "F", "H", "C", "H", "C", "N", "H", "H", "O", "O", "C", "F", "C", "H", "H", "F", "C", "H", "N", "H", "C", "C", "H", "O", "N", "N", "O", "F", "F"],
  "positions_angstrom": [[3.222, 0.660, 0.097], [3.235, -2.586, 0.762], [-3.097, 2.666, -2.433], [0.377, 4.491, 0.553], [0.485, -4.361, -0.992], [-1.295, -2.718, -0.308], [-0.910, -1.739, 3.440], [1.620, -4.261, -3.602], [-1.282, -1.108, 2.635], [2.368, -3.723, -3.019], [-2.104, -2.993, 1.922], [3.291, -3.700, -3.595], [-1.684, -0.984, -0.301], [-4.883, 1.050, 0.738], [-0.980, 1.516, -1.738], [-3.099, -1.606, 1.487], [2.545, -4.400, -1.655], [5.368, 0.868, -0.267], [3.092, 0.926, -0.951], [-5.273, 0.475, -0.881], [1.261, 4.987, -1.226], [3.425, -1.452, 2.109], [2.466, -5.483, -1.724], [4.840, -1.110, 0.509], [-3.737, 1.710, 1.155], [-1.881, -0.315, 3.077], [5.648, -1.430, 1.164], [-2.073, -1.952, 1.607], [4.916, 0.838, 1.439], [-1.277, -1.818, 0.304], [1.189, -1.088, -0.418], [0.513, 3.958, -1.503], [1.224, 5.367, 0.024], [-5.830, 0.779, 1.729], [2.405, 6.470, -1.818], [-3.550, 1.388, -2.976], [0.803, -0.425, 2.423], [0.080, -1.504, 0.756], [-0.109, -0.529, 1.839], [-2.736, 2.012, 0.299], [-0.380, 0.459, 1.426], [-5.635, 1.114, 3.053], [1.105, -1.975, -3.406], [-4.471, 1.771, 3.437], [-0.067, 3.632, -0.364], [1.707, 5.547, -3.075], [2.671, -1.583, -2.689], [-2.384, 0.648, -3.478], [-4.745, 1.347, -3.725], [3.475, -1.556, 1.020], [-6.948, 0.149, 1.374], [-3.530, 2.079, 2.474], [5.012, -1.516, -0.490], [2.793, 1.466, 0.698], [-6.536, 0.802, 3.970], [4.696, 0.415, 0.459], [0.091, 4.496, 1.590], [2.078, 5.573, -2.138], [3.516, -4.153, -1.221], [1.412, -3.804, -0.824], [1.858, -2.316, -2.694], [1.610, -3.798, 0.246], [0.751, 0.087, -1.266], [2.542, -0.620, 0.385], [1.262, -2.434, -1.344], [-3.786, 0.496, -1.587], [-4.262, 2.079, 4.705], [-2.407, 2.718, 2.802]],
  "homo_energy_ha": -0.413,
  "lumo_energy_ev": -3.69,
  "spin_multiplicity": 1,
  "homo_lumo_gap_ev": 7.554,
  "total_energy_ev": -92671.040,
  "relative_energy_ev": 0.000,
  "charge": 1,
  "largest_force_ev_per_a": 0.87
}

{
  "formula": "C19H45Cl4CuO18P3",
  "method": "ωB97M-V/def2-TZVPD",
  "symbols": ["O", "H", "H", "H", "C", "H", "O", "H", "H", "H", "H", "O", "H", "H", "H", "H", "H", "H", "H", "O", "C", "C", "H", "P", "O", "H", "O", "H", "H", "H", "H", "Cl", "C", "C", "H", "C", "H", "H", "O", "H", "Cl", "H", "H", "H", "O", "C", "C", "Cl", "C", "P", "Cl", "H", "H", "H", "C", "O", "H", "C", "O", "O", "C", "C", "O", "O", "Cu", "C", "O", "H", "O", "C", "O", "H", "C", "C", "H", "H", "H", "H", "H", "P", "O", "C", "H", "C", "H", "O", "H", "H", "H", "H"],
  "positions_angstrom": [[0.615, -5.203, -1.027], [2.572, 3.026, -1.678], [-5.572, -1.653, 0.931], [-0.974, -2.212, 5.130], [-4.506, -1.639, 0.705], [1.130, 2.964, -3.647], [4.404, 4.513, -0.969], [0.963, 3.226, -1.035], [-0.198, 2.343, 4.554], [1.079, -1.973, -3.709], [-1.536, -2.811, -3.793], [-1.584, 2.351, 2.999], [-2.577, 4.453, 0.147], [-0.379, -1.537, 3.540], [2.532, -4.741, -1.451], [4.043, 7.052, 0.109], [3.095, -1.064, 3.230], [-1.764, -5.204, 0.266], [-0.108, -3.127, 3.885], [1.953, 0.169, 0.524], [-2.498, 3.405, -0.144], [-1.926, 1.163, -3.388], [2.673, 3.806, 1.014], [-2.483, -2.655, 2.017], [-1.397, -4.268, -2.200], [1.648, 4.713, -3.505], [0.888, -4.034, -3.244], [-1.385, 1.206, -4.333], [-2.070, -4.391, -4.091], [-2.849, 0.666, -3.685], [-3.170, 3.380, -1.001], [6.137, -0.061, -2.719], [2.042, 3.526, 1.857], [-2.002, -3.657, -3.288], [2.345, -5.355, 0.241], [-4.292, 1.314, 3.495], [4.455, -0.040, -0.918], [-4.456, 0.543, 4.247], [-0.011, 0.673, -1.993], [-4.373, -0.649, 0.267], [0.577, 4.456, 1.491], [0.836, -3.185, -5.133], [3.942, 0.216, 2.278], [-3.861, 2.239, 3.878], [-3.933, -1.941, 1.976], [3.413, -0.736, 2.241], [-0.868, -2.364, 4.056], [3.910, -1.993, -2.261], [1.199, -2.972, -4.128], [-2.251, 1.563, 1.758], [2.744, 4.020, 3.428], [-2.129, 2.211, -3.164], [4.117, -1.462, 1.834], [4.121, 7.246, -1.624], [2.144, -0.751, 1.405], [1.276, -1.639, 1.709], [-5.233, 1.567, 3.006], [5.030, -0.782, -1.472], [2.125, 5.036, -1.278], [-1.513, -1.910, 1.173], [-0.925, 1.701, 4.056], [1.695, 3.672, -1.708], [0.336, -2.520, -1.110], [-1.267, 0.780, 0.949], [-0.074, -0.700, 0.007], [1.117, 3.876, -3.050], [-3.453, 0.742, 2.471], [2.289, -2.953, -4.138], [-2.956, -4.136, 1.591], [-1.952, -5.120, 1.336], [-1.762, -0.537, -1.675], [-1.422, 3.332, -0.303], [3.554, 6.770, -0.823], [-1.202, 0.364, -2.221], [-0.406, 0.818, 3.683], [-0.961, -5.032, 1.781], [5.653, -1.134, -0.650], [2.180, -6.455, -1.101], [-4.251, -2.335, -0.094], [0.165, -3.822, -1.812], [-2.073, -2.803, 3.602], [3.445, 5.278, -1.012], [0.076, 4.184, -2.953], [1.999, -5.426, -0.791], [1.665, 2.509, 1.972], [-3.066, 2.538, 0.891], [-3.008, -3.260, -3.147], [-2.323, -6.032, 1.805], [2.551, 7.197, -0.820], [-1.733, 1.467, 4.750]],
  "homo_energy_ha": [-0.321, -0.318],
  "lumo_energy_ev": [0.55, -1.23],
  "spin_multiplicity": 2,
  "homo_lumo_gap_ev": [9.297, 7.431],
  "total_energy_ev": -179889.403,
  "charge": 0,
  "largest_force_ev_per_a": 5.04
}

{
  "formula": "C3H7O3",
  "method": "ωB97M-V/def2-TZVPD",
  "symbols": ["H", "O", "O", "O", "H", "H", "H", "H", "H", "H", "C", "C", "C"],
  "positions_angstrom": [[-1.740, 0.758, -1.660], [1.757, 0.368, 0.687], [-0.891, 0.815, 1.337], [3.467, -0.413, -0.557], [-2.670, 0.430, 0.418], [-0.988, -0.830, -1.549], [-1.570, -0.975, 0.657], [-0.069, 0.567, -1.116], [2.699, -1.310, 1.090], [0.032, 0.802, 0.994], [-1.640, 0.088, 0.375], [2.678, -0.435, 0.385], [-1.067, 0.135, -1.061]],
  "homo_energy_ha": -0.161,
  "lumo_energy_ev": 4.06,
  "spin_multiplicity": 1,
  "homo_lumo_gap_ev": 8.425,
  "total_energy_ev": -9368.245,
  "relative_energy_ev": 0.913,
  "charge": -1,
  "largest_force_ev_per_a": 1.70
}

{
  "formula": "C16H20N4O2S",
  "method": "ωB97M-V/def2-TZVPD",
  "symbols": ["C", "H", "H", "H", "N", "C", "C", "N", "C", "C", "H", "N", "C", "H", "H", "H", "H", "C", "O", "H", "S", "C", "C", "H", "H", "H", "C", "C", "H", "H", "H", "C", "C", "H", "C", "H", "H", "H", "O", "H", "C", "C", "N"],
  "positions_angstrom": [[-3.371, 0.865, 0.163], [-5.727, 2.002, -1.977], [2.376, 1.519, 0.776], [-3.234, 1.886, -1.716], [-1.188, -0.186, 0.908], [-1.548, -1.525, 1.292], [5.117, 1.198, 0.599], [0.114, 1.487, 0.305], [-5.274, 1.542, -1.109], [2.801, 0.156, -0.817], [-2.121, -1.520, 2.225], [-1.142, 1.801, -0.021], [4.099, 0.307, 1.306], [4.832, 2.245, 0.723], [5.899, 1.510, -1.389], [-0.668, -3.673, -1.134], [-0.545, -2.519, -2.489], [-4.262, 0.371, 1.114], [2.149, -0.714, -1.330], [3.844, 0.707, -2.592], [1.466, -0.556, 1.466], [2.730, 0.491, 0.659], [-0.663, -2.612, -1.412], [-2.381, -3.311, 0.427], [4.039, 0.559, 2.366], [4.398, -0.741, 1.225], [-1.930, 0.819, 0.332], [-5.620, 0.494, 0.870], [0.179, -2.113, -0.926], [-0.612, -2.063, 1.471], [-3.914, -0.076, 2.033], [-3.898, 1.479, -0.973], [5.184, 0.857, -0.886], [3.483, 2.048, -1.486], [-2.369, -2.235, 0.194], [-3.396, -1.862, 0.193], [5.529, -0.173, -1.008], [6.099, 1.060, 1.055], [-1.902, -2.005, -1.103], [-6.346, 0.123, 1.581], [3.809, 1.007, -1.544], [0.087, 0.297, 0.847], [-6.121, 1.056, -0.216]],
  "homo_energy_ha": -0.308,
  "lumo_energy_ev": 0.53,
  "spin_multiplicity": 1,
  "homo_lumo_gap_ev": 8.908,
  "total_energy_ev": -37806.646,
  "relative_energy_ev": 2.815,
  "smiles": "COCCn1c(S[C@H]2CCCCC2=O)nnc1-c1ccncc1",
  "charge": 0,
  "largest_force_ev_per_a": 1.30
}

{
  "formula": "C21H13F10N6OSc",
  "method": "ωB97M-V/def2-TZVPD",
  "symbols": ["H", "C", "N", "C", "Sc", "F", "H", "F", "C", "H", "C", "C", "C", "N", "C", "H", "H", "H", "C", "O", "F", "C", "F", "H", "C", "C", "C", "N", "F", "C", "H", "F", "C", "C", "N", "H", "F", "N", "H", "H", "N", "C", "F", "H", "C", "C", "F", "H", "C", "C", "C", "F"],
  "positions_angstrom": [[-0.194, -1.174, 3.370], [2.003, -2.883, -3.067], [-2.469, 2.173, 2.519], [-5.221, 1.030, 0.633], [0.077, 0.212, -0.571], [4.223, 2.686, 0.645], [1.164, 1.763, 2.360], [0.275, 2.106, -1.907], [0.450, -1.165, -3.419], [-1.409, -1.017, 2.076], [2.043, 3.427, -2.759], [1.873, 1.271, 1.685], [2.171, 2.344, -0.537], [0.585, -0.816, 1.433], [-3.078, 1.655, 1.689], [2.671, -0.676, 1.331], [1.186, -2.777, 1.981], [-3.260, -0.528, -2.188], [1.303, -2.315, -5.310], [-1.841, 0.316, -0.420], [1.342, 3.641, -3.868], [-3.137, 0.385, -0.383], [1.370, -2.510, -6.626], [2.602, -2.335, 0.020], [3.303, 3.981, -2.597], [1.176, -1.910, -2.487], [2.055, -3.084, -4.438], [1.487, 1.502, 0.299], [-0.361, -0.188, -2.891], [3.989, 3.716, -1.424], [-0.595, 0.417, 2.685], [2.807, -3.647, -2.308], [0.485, -1.328, -4.783], [1.532, 2.658, -1.743], [-6.366, 0.987, 0.508], [2.010, -0.496, 2.964], [5.205, 4.226, -1.252], [-3.792, -0.191, -1.406], [2.857, 1.661, 1.934], [1.408, -3.536, -0.418], [0.999, -1.589, -1.166], [3.450, 2.913, -0.430], [-0.255, -0.560, -5.577], [-4.791, -0.099, -1.489], [-3.803, 1.007, 0.664], [-0.461, -0.636, 2.454], [3.843, 4.740, -3.550], [-0.274, -2.651, 0.993], [0.735, -2.254, 1.127], [1.862, -0.231, 1.910], [1.529, -2.484, -0.147], [2.857, -4.026, -4.925]],
  "homo_energy_ha": -0.307,
  "lumo_energy_ev": -0.21,
  "spin_multiplicity": 1,
  "homo_lumo_gap_ev": 8.143,
  "total_energy_ev": -80852.550,
  "relative_energy_ev": 0.116,
  "charge": 0,
  "largest_force_ev_per_a": 0.72
}